[1]
The following is a DFT calculation (ωB97M-V/def2-TZVPD) of one molecule with the formula C12H24N4O3S.

```
44
Properties=species:S:1:pos:R:3:nbo_charge:R:1
C 1.039 4.229 -2.892 -0.413
N -0.279 3.576 -2.903 -0.622
C -0.639 2.447 -2.237 0.680
O -1.776 2.059 -2.234 -0.615
C 0.433 1.533 -1.570 -0.147
C 1.177 0.536 -2.518 -0.510
S 2.416 -0.401 -1.563 -0.679
N -0.095 0.672 -0.545 -0.586
C -0.554 1.069 0.638 0.682
O -0.568 2.244 0.947 -0.661
C -0.923 -0.003 1.708 -0.106
C 0.303 -0.771 2.190 -0.413
C 1.255 0.101 3.036 -0.407
C 2.567 -0.700 3.285 -0.412
C 3.765 -0.404 2.373 -0.225
N 3.688 -0.932 0.963 -0.721
N -1.617 0.600 2.893 -0.621
C -2.404 -0.055 3.754 0.673
C -3.335 0.794 4.564 -0.699
O -2.380 -1.265 3.937 -0.646
H 1.826 3.584 -3.230 0.197
H 0.994 5.109 -3.534 0.212
H 1.307 4.523 -1.895 0.198
H -1.012 3.972 -3.440 0.403
H 1.127 2.235 -1.134 0.207
H 1.714 1.104 -3.326 0.215
H 0.468 -0.169 -2.995 0.213
H -0.020 -0.321 -0.735 0.417
H -1.569 -0.738 1.198 0.222
H -0.019 -1.546 2.835 0.234
H 0.756 -1.253 1.334 0.204
H 1.552 1.001 2.518 0.207
H 0.862 0.413 4.019 0.227
H 2.340 -1.755 3.310 0.208
H 2.892 -0.392 4.293 0.227
H 3.917 0.687 2.353 0.222
H 4.644 -0.819 2.847 0.211
H 2.922 -0.524 0.411 0.457
H 3.573 -1.946 0.910 0.428
H 4.510 -0.668 0.449 0.435
H -1.657 1.597 2.871 0.419
H -3.482 0.275 5.511 0.238
H -4.296 0.888 4.033 0.239
H -2.853 1.772 4.715 0.209
```

Calculated values
ΔE to the lowest compared entry with this formula, charge and spin = 31.6 kcal/mol
E_LUMO = -0.0038 hartree
structure (SMILES) = CNC(=O)[C@H](C[S-])NC(=O)[C@@H](CCCC[NH3+])NC(C)=O
orbital gap = 7.2 eV
E_HOMO = -0.268 Ha

---

[2]
The following is a DFT calculation (ωB97M-V/def2-TZVPD) of C7H9N2O5RuS as an isolated structure.

```
25
Properties=species:S:1:pos:R:3:nbo_charge:R:1
Ru -0.540 0.112 -1.243 1.349
O 1.300 -1.439 -1.256 -0.707
C 1.592 -1.716 0.119 -0.083
C 1.398 -0.479 0.970 -0.256
N 0.028 0.057 0.848 -0.406
C -0.986 -0.721 1.571 -0.352
C -2.339 -0.561 0.879 0.764
O -3.369 -0.856 1.412 -0.554
O -2.250 -0.097 -0.358 -0.655
C -0.005 1.473 1.262 -0.352
C 0.571 2.338 0.145 0.757
O 1.110 3.391 0.348 -0.564
O 0.389 1.814 -1.051 -0.647
H 2.023 -0.936 -1.655 0.501
H 2.608 -2.098 0.227 0.204
H 0.905 -2.513 0.401 0.196
H 2.083 0.301 0.629 0.224
H 1.631 -0.689 2.019 0.216
H -1.069 -0.407 2.613 0.230
H -0.729 -1.780 1.559 0.231
H 0.549 1.638 2.188 0.225
H -1.044 1.767 1.420 0.247
S -1.828 0.799 -5.652 -0.074
C -1.248 0.435 -4.225 0.220
N -0.780 0.167 -3.169 -0.713
```

Calculated values
ΔE to the lowest compared entry with this formula, charge and spin = 11.3 kcal/mol
E_LUMO (spin up / spin down) = -0.0607 / -0.0511 hartree
orbital gap (spin up / spin down) = 6.9 / 7.1 eV
E_HOMO (spin up / spin down) = -0.313 / -0.312 Ha
2S+1 = 2
expectation value of S² = 0.75

---

[3]
The following is a DFT calculation (ωB97M-V/def2-TZVPD) of a 2-piece molecular cluster, C5H15N2O overall.

```
23
Properties=species:S:1:pos:R:3:nbo_charge:R:1
C -0.569 2.123 -2.199 0.068
C 0.524 1.599 -1.616 -0.235
N 0.750 0.162 -1.821 -0.678
N -1.051 3.430 -1.999 -0.768
H -1.198 1.501 -2.876 0.204
H 1.045 2.150 -0.875 0.235
H 0.332 -0.353 -0.985 0.459
H 0.196 -0.103 -2.621 0.448
H 1.743 0.041 -1.819 0.452
H -0.689 3.910 -1.174 0.396
H -2.045 3.522 -2.094 0.406
C -0.285 -2.849 1.970 -0.628
C -0.371 -1.361 1.544 0.118
C 1.014 -0.746 1.206 -0.670
O -0.962 -0.663 2.655 -0.693
H -1.298 -3.104 2.285 0.242
H 0.528 -2.906 2.695 0.221
H -0.027 -3.536 1.150 0.212
H -1.009 -1.264 0.591 0.118
H 1.531 -1.257 0.370 0.196
H 1.635 -0.910 2.066 0.250
H 0.875 0.355 1.012 0.185
H -0.671 0.258 2.535 0.462
```

Calculated values
ΔE to the lowest compared entry with this formula, charge and spin = 57.7 kcal/mol
E_LUMO = -0.1263 hartree
orbital gap = 10.0 eV
E_HOMO = -0.493 Ha
total charge = +1

---

[4]
The following is a DFT calculation (ωB97M-V/def2-TZVPD) of C8H18AuN5O4 as an isolated structure.

```
36
Properties=species:S:1:pos:R:3:nbo_charge:R:1
Au 1.557 -0.342 -1.426 0.641
O 3.266 0.689 -4.881 -0.411
N 2.312 0.463 -4.137 0.718
O 1.280 1.099 -4.074 -0.472
O 2.414 -0.583 -3.338 -0.624
C -4.198 0.110 -0.815 -0.424
N -3.565 -0.011 -2.084 -0.647
C -2.187 -0.054 -2.204 0.795
N -1.726 -0.069 -3.491 -0.853
O -1.424 -0.100 -1.282 -0.707
H -4.709 1.081 -0.838 0.199
H -3.400 0.172 -0.046 0.227
H -4.796 -0.799 -0.594 0.198
H -4.110 -0.334 -2.802 0.386
H -2.385 0.430 -4.094 0.388
H -0.678 -0.023 -3.593 0.441
C 2.599 -0.019 1.401 -0.249
C 2.337 0.267 2.897 -0.254
N 0.954 0.063 3.238 -0.410
C 0.528 -1.243 2.838 -0.250
C 0.654 -1.406 1.283 -0.265
N 1.268 -0.194 0.704 -0.457
C 0.425 0.967 0.981 -0.285
C 0.109 0.972 2.495 -0.265
H 3.188 -0.894 1.331 0.209
H 3.078 0.861 0.899 0.217
H 2.716 1.251 3.235 0.213
H 2.872 -0.531 3.371 0.200
H -0.411 -1.468 3.324 0.217
H 1.281 -1.924 3.246 0.191
H -0.346 -1.478 0.778 0.234
H 1.318 -2.221 1.041 0.213
H -0.400 0.807 0.331 0.261
H 0.944 1.828 0.610 0.210
H -0.913 0.693 2.719 0.204
H 0.148 1.938 2.976 0.211
```

Calculated values
ΔE to the lowest compared entry with this formula, charge and spin = 0.0 kcal/mol
E_LUMO = 0.0174 hartree
orbital gap = 9.2 eV
E_HOMO = -0.320 Ha

---

[5]
The following is a DFT calculation (ωB97M-V/def2-TZVPD) of C3H3N2OS as an isolated structure.

```
10
Properties=species:S:1:pos:R:3:nbo_charge:R:1
C -4.055 0.993 0.018 0.457
C -2.487 -0.610 0.006 0.283
C 0.086 -0.096 -0.145 -0.784
N -2.955 1.255 -0.370 -0.320
N -4.568 -0.044 0.680 -0.043
O -3.642 -0.960 0.451 -0.188
S -1.218 -1.070 -0.876 0.722
H -0.362 0.820 0.303 0.296
H 0.838 0.317 -0.886 0.299
H 0.689 -0.840 0.328 0.278
```

Calculated values
ΔE to the lowest compared entry with this formula, charge and spin = 190.2 kcal/mol
E_LUMO (spin up / spin down) = -0.2891 / -0.2834 hartree
orbital gap (spin up / spin down) = 7.5 / 7.8 eV
E_HOMO (spin up / spin down) = -0.564 / -0.572 Ha
total charge = +1

---

[6]
The following is a DFT calculation (ωB97M-V/def2-TZVPD) of one molecule with the formula C2HN3OS.

```
8
Properties=species:S:1:pos:R:3:nbo_charge:R:1
N -2.057 0.074 -1.652 -0.174
C -1.287 0.086 -0.835 -0.049
S -0.071 0.207 0.489 1.925
N 0.243 -0.954 1.388 -1.018
O -0.308 1.466 1.230 -0.837
C 1.363 0.529 -0.553 -0.056
N 2.216 0.447 -1.303 -0.201
H -0.098 -1.855 1.236 0.410
```

Calculated values
ΔE to the lowest compared entry with this formula, charge and spin = 54.1 kcal/mol
E_LUMO = -0.0360 hartree
structure (SMILES) = N#CS(=N)(=O)C#N
orbital gap = 10.8 eV
E_HOMO = -0.434 Ha

---

[7]
The following is a DFT calculation (ωB97M-V/def2-TZVPD) of one molecule with the formula C5H9N.

```
15
Properties=species:S:1:pos:R:3:nbo_charge:R:1
C -0.040 -0.630 1.502 -0.612
C 0.023 0.408 0.377 -0.211
C 1.223 0.150 -0.584 -0.635
C -1.335 0.444 -0.408 -0.501
C -1.158 -0.524 -1.491 0.302
N -0.328 -1.042 -2.118 -0.370
H -0.887 -0.456 2.178 0.205
H 0.873 -0.613 2.109 0.216
H -0.144 -1.635 1.079 0.211
H 0.095 1.410 0.840 0.215
H 2.077 -0.228 -0.024 0.212
H 1.489 1.095 -1.084 0.208
H 1.064 -0.715 -1.465 0.271
H -1.499 1.418 -0.881 0.247
H -2.195 0.238 0.235 0.241
```

Calculated values
ΔE to the lowest compared entry with this formula, charge and spin = 38.7 kcal/mol
E_LUMO = 0.0343 hartree
structure (SMILES) = CC(C)CC#N
orbital gap = 11.1 eV
E_HOMO = -0.374 Ha

---

[8]
The following is a DFT calculation (ωB97M-V/def2-TZVPD) of a 6-piece molecular cluster, H12O6 overall.

```
18
Properties=species:S:1:pos:R:3:nbo_charge:R:1
O 0.711 0.456 -0.517 -0.922
H 1.305 0.042 -1.154 0.455
H 0.157 -0.269 -0.208 0.465
O 3.446 -0.461 0.325 -0.947
H 2.584 -0.710 0.678 0.473
H 4.010 -0.404 1.105 0.472
O -4.831 -0.507 0.381 -0.937
H -4.300 0.217 0.031 0.472
H -4.502 -1.285 -0.084 0.464
O -1.671 3.427 -0.212 -0.936
H -1.616 4.111 -0.889 0.467
H -1.398 3.876 0.596 0.469
O 0.196 -1.778 3.327 -0.934
H -0.336 -2.316 2.730 0.467
H 0.932 -2.352 3.568 0.468
O 1.742 -0.871 -3.571 -0.926
H 1.667 0.075 -3.407 0.470
H 1.903 -1.249 -2.699 0.459
```

Calculated values
ΔE to the lowest compared entry with this formula, charge and spin = 44.0 kcal/mol
E_LUMO = 0.0039 hartree
structure (SMILES) = O.O.O.O.O.O
orbital gap = 11.6 eV
E_HOMO = -0.423 Ha

---

Number 1: total energy -35771.69379 eV. Number 2: total energy -34039.20213 eV. Number 3: total energy -10448.05918 eV. Number 4: total energy -27916.78163 eV. Number 5: total energy -19006.70704 eV. Number 6: total energy -19438.19944 eV. Number 7: total energy -6819.31737 eV. Number 8: total energy -12479.20476 eV.